{
  "formula": "CH6N2O2",
  "method": "ωB97M-V/def2-TZVPD",
  "elements": ["N", "H", "O", "H", "O", "H", "H", "N", "H", "C", "H"],
  "coordinates": [[-0.086, 0.697, 1.195], [0.694, 0.540, -1.055], [-1.085, -0.412, -0.841], [-0.370, 0.576, -2.515], [0.897, 1.139, 0.566], [0.424, -0.998, -2.063], [1.156, -0.661, 2.077], [0.186, -0.375, 1.947], [-1.160, 0.327, -0.086], [-0.065, -0.092, -1.701], [-0.592, -0.740, 2.476]],
  "lowdin_charge": [-0.17, 0.08, -0.17, 0.07, -0.10, 0.08, 0.12, 0.10, 0.10, -0.22, 0.11],
  "fmax_ev_per_a": 3.3,
  "homo_energy_ev": -9.49,
  "e_tot_ha": -301.56552,
  "lumo_energy_ev": 0.199,
  "relative_energy_ev": 4.860,
  "molar_mass_g_mol": 78.1,
  "total_charge": 0,
  "smiles": "NN=O.CO"
}